Molecular formula: C47H52ClGeN3O2TeW
Method: DFT, ωB97M-V/def2-TZVPD

Last column: Mulliken charge in e.
CARTESIAN COORDINATES (ANGSTROEM)
W 0.2305 -0.6479 1.1188  -0.682
Cl 5.7563 4.2622 0.6261  -0.140
C 4.6455 2.9613 0.7481  -0.134
C 5.0683 1.7438 1.3052  -0.748
C 4.2179 0.6610 1.4084  -0.423
C 2.9141 0.8029 0.9599  0.556
O 2.0626 -0.2292 0.9820  -0.337
C 2.4567 2.0215 0.4395  0.803
C 1.0963 2.1939 0.1093  -0.167
N 0.1112 1.3417 0.2834  0.556
C -1.2195 1.8271 0.0792  0.122
C -1.6336 3.1312 0.0085  -0.781
C -2.9960 3.4255 -0.2136  -1.211
C -3.9177 2.4300 -0.3646  -0.913
C -3.5169 1.0761 -0.2660  0.661
C -4.3892 -0.0187 -0.4108  -0.567
C -3.8916 -1.2966 -0.3117  -1.042
C -2.5460 -1.4890 -0.0251  0.134
N -1.6860 -0.4816 0.1491  0.691
C -2.1632 0.7946 -0.0133  0.419
C 3.3503 3.1080 0.3179  -1.371
H 6.0906 1.6627 1.6525  0.517
H 4.5524 -0.2832 1.8154  0.738
H 0.8352 3.1612 -0.3116  0.567
H -0.9484 3.9587 0.1344  0.510
H -3.3012 4.4614 -0.2645  0.457
H -4.9587 2.6600 -0.5508  0.492
H -5.4393 0.1532 -0.6140  0.515
H -4.5251 -2.1618 -0.4429  0.538
H -2.1582 -2.4932 0.0597  0.458
H 3.0139 4.0541 -0.0873  0.543
C 2.9706 -6.4529 -7.5833  -1.503
C 2.4650 -5.6253 -6.4422  0.613
C 2.6124 -4.2398 -6.4357  -0.867
C 2.1570 -3.4553 -5.3892  0.690
C 2.3605 -1.9671 -5.4555  -1.864
C 1.5251 -4.1048 -4.3163  0.488
Te 0.8236 -2.9537 -2.7257  0.996
N 0.3307 -2.3900 0.4212  0.840
C -0.3115 -3.0076 1.4398  -0.107
O -0.6384 -2.1180 2.3327  -0.450
C -0.6122 -4.4020 1.5945  0.518
C -0.9593 -4.8985 2.8582  -0.432
C -1.2093 -6.2485 3.0074  -0.866
C -1.1339 -7.0929 1.9034  -0.470
C -0.8094 -6.5990 0.6415  -0.760
C -0.5394 -5.2554 0.4877  -0.004
C 2.6208 -2.0522 -2.1272  0.836
C 2.8225 -0.7137 -2.4545  -0.825
C 4.0467 -0.1246 -2.1841  -0.892
C 5.0423 -0.8758 -1.5730  -0.816
C 4.8130 -2.1971 -1.2234  -0.578
C 3.5967 -2.8225 -1.4963  0.681
C 3.3945 -4.2713 -1.1523  -1.627
C 1.3318 -5.4965 -4.2952  0.492
C 0.6051 -6.2356 -3.2048  -0.633
C 1.8205 -6.2285 -5.3648  -0.868
H 3.4013 -5.8350 -8.3677  0.372
H 2.1625 -7.0449 -8.0145  0.376
H 3.7345 -7.1514 -7.2383  0.358
H 3.0895 -3.7554 -7.2796  0.428
H 2.3142 -1.6251 -6.4882  0.573
H 3.3360 -1.6831 -5.0555  0.327
H 1.5943 -1.4064 -4.9105  0.248
H -1.0184 -4.2257 3.7035  0.522
H -1.4643 -6.6493 3.9785  0.469
H -1.3376 -8.1487 2.0263  0.443
H -0.7694 -7.2687 -0.2068  0.484
H -0.3042 -4.8448 -0.4854  0.112
H 2.0493 -0.1375 -2.9510  0.613
H 4.2278 0.9047 -2.4668  0.577
H 6.0089 -0.4312 -1.3724  0.499
H 5.5989 -2.7697 -0.7457  0.557
H 4.0125 -4.5603 -0.3035  0.532
H 3.6696 -4.9131 -1.9933  0.362
H 2.3570 -4.4890 -0.8822  0.077
H 0.4034 -5.6227 -2.3237  -0.770
H 1.1895 -7.0903 -2.8621  0.453
H -0.3498 -6.6160 -3.5713  0.462
H 1.6888 -7.3049 -5.3625  0.521
C -1.6447 1.7659 6.5519  -0.933
C -0.8333 2.9590 6.0627  -0.641
C 0.3931 2.6090 5.2192  -0.575
C 0.0958 2.2906 3.7374  -0.520
Ge -0.2413 0.3879 3.4357  0.642
C 1.4524 -0.6493 3.8295  -0.902
C 1.2880 -1.3406 5.1922  -0.916
C 2.4214 -2.3229 5.4889  -0.556
C 3.8016 -1.6784 5.5022  -1.011
H -2.4231 2.0869 7.2428  0.411
H -1.0120 1.0492 7.0810  0.251
H -2.1449 1.2370 5.7377  0.139
H -0.4864 3.5290 6.9260  0.375
H -1.4760 3.6395 5.4966  0.296
H 0.9438 1.7862 5.6880  0.195
H 1.0770 3.4603 5.2299  0.430
H 0.9600 2.5491 3.1173  0.272
H -0.7423 2.8914 3.3766  0.522
H -1.2878 -0.3071 4.2943  -0.196
H 2.2715 0.0730 3.7999  1.042
H 1.7317 -1.4376 3.1141  0.513
H 0.3315 -1.8683 5.2190  0.421
H 1.2448 -0.5820 5.9792  0.312
H 2.3916 -3.1353 4.7538  0.234
H 2.2266 -2.7815 6.4603  0.432
H 4.0817 -1.2890 4.5197  0.084
H 4.5663 -2.3968 5.7939  0.419
H 3.8410 -0.8511 6.2138  0.312

For the LUMO energy (alpha / beta), the calculation gives -9.530 / -10.099 eV. As for the multiplicity: 2. Its charge is +3. The value obtained for the HOMO-LUMO gap (alpha / beta) is 6.05 / 5.49 eV. The calculation puts the HOMO energy (alpha / beta) at -15.6 / -15.6 eV.